Here is an isolated ion of composition CH3N4 and charge +1 from the OMol25 dataset. Energies are from ωB97M-V with the def2-TZVPD basis set.

Element x y z (Å)
N (1.911, -0.386, 0.044)
N (0.743, -0.979, 0.069)
C (0.062, 0.370, -0.011)
N (1.164, 1.033, -0.029)
N (-1.228, 0.639, 0.071)
H (0.707, -2.033, 0.007)
H (-1.644, 1.590, 0.140)
H (-1.715, -0.233, -0.290)

## Properties
* frontier orbital gap (alpha / beta): 10.08 / 8.03 eV
* multiplicity: 3
* charge: +1

Here is a 2-piece molecular cluster, CH3N4O overall from the OMol25 dataset. Energies are from ωB97M-V with the def2-TZVPD basis set.

Element x y z (Å)
N (2.664, -0.392, -0.206)
N (-0.994, 1.203, -0.206)
N (-2.102, 0.683, -0.047)
H (3.298, 0.155, 0.412)
C (-0.102, 0.147, -0.111)
H (2.957, -1.388, 0.082)
N (-0.709, -0.963, 0.030)
H (-3.024, 1.298, 0.097)
O (-1.988, -0.743, -0.051)

## Properties
* frontier orbital gap (alpha / beta): 8.00 / 8.70 eV
* multiplicity: 1
* charge: +1

Here is an isolated ion of composition CH3N4O5S and charge -1 from the OMol25 dataset. Energies are from ωB97M-V with the def2-TZVPD basis set.

Element x y z (Å)
H (-1.105, -1.214, -0.770)
N (-1.743, 1.458, 0.612)
H (-2.639, -0.317, -0.875)
H (-1.386, 2.174, 1.194)
O (1.446, 1.393, -1.213)
O (2.380, -0.909, 0.069)
N (1.470, 1.243, -0.049)
C (-1.113, 0.373, 0.360)
O (2.049, 1.695, 0.821)
O (0.526, -1.687, -1.320)
S (0.993, -1.374, 0.052)
N (0.321, 0.122, 0.510)
N (-1.786, -0.592, -0.393)
O (0.588, -2.365, 1.002)

## Properties
* frontier orbital gap (alpha / beta): 6.35 / 6.49 eV
* multiplicity: 3
* charge: -1

Here is an isolated ion of composition CH3N4Si and charge -1 from the OMol25 dataset. Energies are from ωB97M-V with the def2-TZVPD basis set.

Element x y z (Å)
C (-0.891, 1.314, 1.429)
N (1.452, 1.359, 0.761)
H (-1.140, -0.482, -0.089)
Si (0.019, 0.278, 0.215)
N (-1.106, 2.117, 2.238)
N (1.596, 2.226, 1.515)
H (0.582, -0.774, 0.899)
H (0.403, 0.411, -1.388)
N (1.693, 2.962, 2.365)

## Properties
* frontier orbital gap: 9.03 eV
* multiplicity: 1
* charge: -1

Here is an isolated molecule of CH3N5 from the OMol25 dataset. Energies are from ωB97M-V with the def2-TZVPD basis set.

Element x y z (Å)
N (0.700, -1.590, 0.980)
H (0.715, -0.743, -1.841)
C (0.428, -0.530, 0.366)
N (-0.068, 0.512, 0.932)
H (1.115, -1.475, 1.917)
N (0.070, -0.415, -1.050)
H (-1.440, 1.160, -1.432)
N (-0.572, 1.222, 0.156)
N (-0.554, 0.877, -1.139)

## Properties
* frontier orbital gap: 9.70 eV
* multiplicity: 1
* charge: 0

Here is an isolated ion of composition CH3N5O and charge +2 from the OMol25 dataset. Energies are from ωB97M-V with the def2-TZVPD basis set.

Element x y z (Å)
H (1.375, -1.821, -0.136)
O (-1.420, -1.789, 0.013)
N (-1.148, -0.648, -0.001)
N (1.358, -0.784, -0.005)
N (-1.947, 0.420, 0.006)
H (2.300, -0.363, 0.127)
C (0.282, -0.132, -0.018)
N (-0.059, 1.413, 0.030)
N (-1.322, 1.486, -0.028)
H (0.581, 2.218, 0.011)

## Properties
* frontier orbital gap (alpha / beta): 7.63 / 7.63 eV
* multiplicity: 1
* charge: +2

Here is a 2-piece molecular cluster, CH3NO overall from the OMol25 dataset. Energies are from ωB97M-V with the def2-TZVPD basis set.

Element x y z (Å)
H (-0.308, -1.593, -0.238)
H (-0.997, -0.431, 0.910)
C (0.489, 0.211, -0.479)
N (-0.475, -0.601, 0.025)
O (1.329, 0.348, -1.364)
H (-0.038, 2.067, 1.146)

## Properties
* frontier orbital gap (alpha / beta): 7.65 / 10.15 eV
* multiplicity: 1
* charge: 0

Here is a 2-piece molecular cluster, CH3NO overall from the OMol25 dataset. Energies are from ωB97M-V with the def2-TZVPD basis set.

Element x y z (Å)
H (0.506, 1.385, -0.292)
H (-0.507, -1.287, 0.143)
O (1.628, -0.319, -0.142)
N (-0.634, -0.239, -0.467)
H (-1.580, 0.163, 0.919)
C (0.587, 0.296, -0.161)

## Properties
* frontier orbital gap: 9.12 eV
* multiplicity: 1
* charge: 0

Here is an isolated molecule of CH3NO from the OMol25 dataset. Energies are from ωB97M-V with the def2-TZVPD basis set.

Element x y z (Å)
H (0.823, 0.601, -1.016)
N (-0.023, 0.159, -0.696)
H (-0.937, -0.631, 0.975)
H (-0.719, -0.253, -1.288)
C (-0.022, -0.099, 0.645)
O (0.878, 0.223, 1.381)

## Properties
* frontier orbital gap: 11.15 eV
* multiplicity: 1
* charge: 0

Here is a 2-piece molecular cluster, CH3NO overall from the OMol25 dataset. Energies are from ωB97M-V with the def2-TZVPD basis set.

Element x y z (Å)
H (-1.788, -0.100, 0.517)
C (-0.787, 0.308, 0.256)
H (2.393, 0.690, -0.928)
N (0.038, -0.548, -0.057)
O (0.547, -1.646, -0.216)
H (-0.403, 1.297, 0.428)

## Properties
* frontier orbital gap (alpha / beta): 9.21 / 10.22 eV
* multiplicity: 1
* charge: 0

Here is a 2-piece molecular cluster, CH3NO2 overall from the OMol25 dataset. Energies are from ωB97M-V with the def2-TZVPD basis set.

Element x y z (Å)
O (-0.902, 2.049, 1.389)
H (11.437, -5.713, 0.790)
N (-2.001, 1.841, 0.699)
H (-1.029, -0.337, -0.832)
O (-1.948, -0.164, -1.141)
C (-2.321, 1.065, -0.236)
H (-3.237, 1.258, -0.669)

## Properties
* frontier orbital gap: 3.83 eV
* multiplicity: 1
* charge: -2

Here is an isolated molecule of CH3NO2 from the OMol25 dataset. Energies are from ωB97M-V with the def2-TZVPD basis set.

Element x y z (Å)
H (-5.036, -17.378, -15.375)
H (-4.046, -16.105, -15.487)
H (-5.550, -16.056, -16.512)
N (-4.179, -17.290, -17.367)
O (-3.054, -17.784, -17.242)
O (-4.966, -17.380, -18.290)
C (-4.725, -16.660, -16.134)

## Properties
* frontier orbital gap: 11.41 eV
* multiplicity: 1
* charge: 0

Here is a 2-piece molecular cluster, CH3NO2 overall from the OMol25 dataset. Energies are from ωB97M-V with the def2-TZVPD basis set.

Element x y z (Å)
C (-0.532, 0.455, 1.863)
O (0.529, 0.338, -2.387)
H (0.699, -1.461, -2.200)
H (0.350, 0.551, 2.540)
O (-1.608, 0.054, 2.251)
H (-0.377, 0.763, 0.806)
N (0.940, -0.700, -2.873)

## Properties
* frontier orbital gap: 9.36 eV
* multiplicity: 1
* charge: 0

Here is a 2-piece molecular cluster, CH3NO2 overall from the OMol25 dataset. Energies are from ωB97M-V with the def2-TZVPD basis set.

Element x y z (Å)
C (-0.490, 0.572, 0.097)
H (-1.155, 1.165, -0.624)
O (1.654, -0.876, -0.195)
H (0.477, 0.436, -0.415)
N (1.207, -1.915, -0.273)
O (-1.058, -0.618, 0.334)
H (-0.635, 1.235, 1.076)

## Properties
* frontier orbital gap (alpha / beta): 6.57 / 6.53 eV
* multiplicity: 1
* charge: 0

Here is an isolated molecule of CH3NO2 from the OMol25 dataset. Energies are from ωB97M-V with the def2-TZVPD basis set.

Element x y z (Å)
O (0.951, 1.499, -0.026)
O (1.277, -0.662, -0.005)
N (-0.859, 0.121, -0.109)
H (-1.501, 0.854, 0.095)
H (0.820, -1.457, -0.238)
H (-1.159, -0.753, 0.325)
C (0.472, 0.399, -0.042)

## Properties
* frontier orbital gap: 10.97 eV
* multiplicity: 1
* charge: 0

Here is a 2-piece molecular cluster, CH3NO2S overall from the OMol25 dataset. Energies are from ωB97M-V with the def2-TZVPD basis set.

Element x y z (Å)
H (-0.496, 1.042, 1.506)
H (-1.426, -0.576, 0.072)
C (0.776, 0.980, 0.286)
O (0.951, -1.602, 0.851)
H (-1.077, -0.256, -1.552)
S (0.830, -0.790, -0.329)
N (-0.816, -0.760, -0.719)
O (1.258, 1.962, -0.114)

## Properties
* frontier orbital gap: 9.28 eV
* multiplicity: 1
* charge: 0

Here is an isolated molecule of CH3NO2S from the OMol25 dataset. Energies are from ωB97M-V with the def2-TZVPD basis set.

Element x y z (Å)
H (1.467, -0.214, 0.935)
O (-1.508, -1.867, 0.155)
C (1.036, 0.136, 0.091)
H (1.031, -0.525, -0.656)
H (1.425, 1.019, -0.172)
N (-1.214, -0.854, -0.403)
S (-0.990, 0.594, 0.491)
O (-1.247, 1.712, -0.441)

## Properties
* frontier orbital gap (alpha / beta): 8.37 / 8.38 eV
* multiplicity: 1
* charge: 0

Here is CH3NO2S as an isolated structure from the OMol25 dataset. Energies are from ωB97M-V with the def2-TZVPD basis set.

Element x y z (Å)
S (1.076, 0.582, -0.424)
O (-1.799, 0.973, -0.353)
H (-1.181, 2.341, 0.808)
H (0.101, -1.382, -0.457)
N (0.776, -1.008, 0.067)
O (2.361, 0.850, 0.324)
C (-0.931, 1.471, 0.261)
H (0.642, -1.161, 1.027)

## Properties
* frontier orbital gap (alpha / beta): 8.50 / 8.50 eV
* multiplicity: 1
* charge: 0

Here is an isolated molecule of CH3NO2S from the OMol25 dataset. Energies are from ωB97M-V with the def2-TZVPD basis set.

Element x y z (Å)
H (1.463, -1.061, 0.912)
N (0.153, -0.163, -1.287)
C (0.823, -0.209, 0.797)
H (1.077, 0.831, 0.717)
O (-1.870, -1.173, 0.135)
H (0.452, 0.743, -1.583)
O (-1.245, 1.171, 0.347)
S (-0.853, -0.140, -0.039)

## Properties
* frontier orbital gap (alpha / beta): 9.19 / 9.19 eV
* multiplicity: 1
* charge: 0

Here is an isolated molecule of CH3NO2S2 from the OMol25 dataset. Energies are from ωB97M-V with the def2-TZVPD basis set.

Element x y z (Å)
O (1.317, -1.135, -0.698)
N (0.142, 0.910, -1.006)
S (0.004, -0.631, -0.465)
S (-1.606, -0.307, 2.408)
O (-1.114, -1.345, -1.011)
H (1.005, 0.959, -1.405)
H (0.754, 0.166, 1.726)
C (-0.008, -0.257, 1.229)
H (-0.493, 1.639, -0.779)

## Properties
* frontier orbital gap (alpha / beta): 7.21 / 7.23 eV
* multiplicity: 1
* charge: 0

Molar mass, respectively: 71.1 87.1 183.1 99.1 85.1 101.1 45.0 45.0 45.0 45.0 61.0 61.0 61.0 61.0 61.0 93.1 93.1 93.1 93.1 125.2 g/mol.